C39H38N5P2SSeV as an isolated structure, computed with ωB97M-V/def2-TZVPD.

The geometry in ORCA input format:
```
! RIJCOSX wB97M-V def2-TZVPD def2/J DEFGRID3
* xyz 2 3
V 0.6888 1.4875 -1.9949
N -0.9277 3.6247 -0.1924
C 0.4330 3.7530 0.0521
C 0.8228 4.5559 1.1281
C 2.1566 4.7082 1.4019
C 3.0920 4.0789 0.5802
C 2.6312 3.2988 -0.4453
N 1.3159 3.0914 -0.7016
C -1.6021 3.4897 -1.3997
C -2.8584 4.0956 -1.5027
C -3.5706 3.9721 -2.6705
C -3.0006 3.2692 -3.7291
C -1.7640 2.7098 -3.5441
N -1.0664 2.7724 -2.3882
H -1.4884 4.0654 0.5202
H 0.0667 5.0549 1.7201
H 2.4767 5.3288 2.2283
H 4.1543 4.1987 0.7333
H 3.3201 2.7969 -1.1066
H -3.2425 4.6699 -0.6700
H -4.5429 4.4351 -2.7702
H -3.5022 3.1651 -4.6797
H -1.2957 2.1678 -4.3516
C -2.2143 -4.9146 4.1728
S -2.0656 -3.6203 2.9296
C -0.7019 -4.2961 1.9470
C -0.3246 -3.3341 0.8244
C 0.2456 -2.0321 1.3670
N 0.5642 -1.0439 0.2957
P -0.4866 0.3110 -0.0309
C -2.1240 -0.4005 -0.3198
C -2.8772 -1.0020 0.6931
C -4.1036 -1.5748 0.4043
C -4.6059 -1.5309 -0.8917
C -3.8803 -0.9140 -1.8989
C -2.6421 -0.3545 -1.6141
C -0.6177 1.0804 1.6154
C -1.8095 1.6737 2.0357
C -1.8684 2.3495 3.2465
C -0.7407 2.4365 4.0551
C 0.4447 1.8433 3.6473
C 0.5042 1.1751 2.4330
P 2.0450 -0.9996 -0.4097
C 2.7871 -2.6094 -0.3135
C 3.4704 -3.0381 0.8254
C 3.9937 -4.3197 0.8657
C 3.8423 -5.1667 -0.2258
C 3.1779 -4.7349 -1.3661
C 2.6501 -3.4545 -1.4157
C 1.8468 -0.3329 -1.9949
C 0.6706 -0.6608 -2.7949
C 0.3602 0.1224 -3.8782
C 1.1150 1.2909 -4.1855
C 2.3768 1.4801 -3.5557
C 2.7409 0.6873 -2.4858
H -3.0245 -4.6293 4.8403
H -1.2983 -5.0082 4.7536
H -2.4625 -5.8685 3.7110
H -1.0023 -5.2556 1.5262
H 0.1573 -4.4738 2.5998
H -1.1987 -3.1239 0.2042
H 0.4193 -3.8132 0.1832
H 1.1463 -2.2345 1.9505
H -0.4449 -1.5487 2.0556
H -2.5154 -1.0295 1.7130
H -4.6649 -2.0582 1.1926
H -5.5684 -1.9735 -1.1115
H -4.2760 -0.8692 -2.9049
H -2.0776 0.1269 -2.4028
H -2.6987 1.6074 1.4204
H -2.8022 2.7908 3.5701
H -0.7936 2.9511 5.0052
H 1.3259 1.8925 4.2738
H 1.4367 0.7120 2.1401
H 3.6068 -2.3811 1.6766
H 4.5282 -4.6554 1.7438
H 4.2571 -6.1650 -0.1909
H 3.0782 -5.3910 -2.2198
H 2.1481 -3.1170 -2.3144
H 0.0419 -1.5034 -2.5387
H -0.5333 -0.1032 -4.4473
H 0.8249 1.9245 -5.0096
H 3.0208 2.2868 -3.8771
H 3.6830 0.8518 -1.9830
Se 4.7303 0.8121 2.6118
C 3.7805 0.3193 1.2922
N 3.1068 0.0216 0.3412
*
```

Properties
- E: -168947.15481 eV
- HOMO (spin up / spin down): -0.4638 / -0.4432 Ha
- Frontier orbital gap (spin up / spin down): 7.6 / 6.7 eV
- Expectation value of S²: 2.21

Charges per atom according to Löwdin partitioning, unit e: number 1, V, carries 0.590; number 2, N, carries 0.125; number 3, C, carries -0.291; number 4, C, carries 0.013; number 5, C, carries -0.018; number 6, C, carries -0.038; number 7, C, carries -0.103; number 8, N, carries 0.046; number 9, C, carries -0.282; number 10, C, carries 0.018; number 11, C, carries -0.019; number 12, C, carries -0.029; number 13, C, carries -0.108; number 14, N, carries 0.053; number 15, H, carries 0.135; number 16, H, carries 0.129; number 17, H, carries 0.128; number 18, H, carries 0.119; number 19, H, carries 0.101; number 20, H, carries 0.126; number 21, H, carries 0.127; number 22, H, carries 0.121; number 23, H, carries 0.098; number 24, C, carries -0.396; number 25, S, carries 0.824; number 26, C, carries -0.475; number 27, C, carries -0.245; number 28, C, carries -0.232; number 29, N, carries -0.325; number 30, P, carries 1.074; number 31, C, carries -0.341; number 32, C, carries -0.118; number 33, C, carries -0.050; number 34, C, carries -0.043; number 35, C, carries -0.055; number 36, C, carries -0.096; number 37, C, carries -0.352; number 38, C, carries -0.104; number 39, C, carries -0.057; number 40, C, carries -0.055; number 41, C, carries -0.057; number 42, C, carries -0.091; number 43, P, carries 0.856; number 44, C, carries -0.291; number 45, C, carries -0.073; number 46, C, carries -0.042; number 47, C, carries -0.035; number 48, C, carries -0.045; number 49, C, carries -0.067; number 50, C, carries -0.413; number 51, C, carries -0.152; number 52, C, carries -0.117; number 53, C, carries -0.148; number 54, C, carries -0.098; number 55, C, carries -0.143; number 56, H, carries 0.037; number 57, H, carries 0.041; number 58, H, carries 0.043; number 59, H, carries 0.089; number 60, H, carries 0.088; number 61, H, carries 0.106; number 62, H, carries 0.103; number 63, H, carries 0.117; number 64, H, carries 0.078; number 65, H, carries 0.079; number 66, H, carries 0.114; number 67, H, carries 0.118; number 68, H, carries 0.113; number 69, H, carries 0.069; number 70, H, carries 0.110; number 71, H, carries 0.115; number 72, H, carries 0.116; number 73, H, carries 0.113; number 74, H, carries 0.065; number 75, H, carries 0.099; number 76, H, carries 0.120; number 77, H, carries 0.121; number 78, H, carries 0.120; number 79, H, carries 0.110; number 80, H, carries 0.124; number 81, H, carries 0.133; number 82, H, carries 0.123; number 83, H, carries 0.138; number 84, H, carries 0.117; number 85, Se, carries 0.869; number 86, C, carries -0.836; number 87, N, carries -0.032


C5H7NO in the gas phase, computed with ωB97M-V/def2-TZVPD.

The geometry in ORCA input format:
```
! RIJCOSX wB97M-V def2-TZVPD def2/J DEFGRID3
* xyz 0 1
C 2.8443 -0.0234 0.1435
C 1.5761 -0.5368 -0.2649
C 0.3699 0.2987 -0.2041
C -1.9963 -0.0906 0.7647
C -2.0929 0.2339 -0.5450
H 3.7854 -0.7456 0.2928
H 2.9652 1.0016 0.2700
H 1.3064 -1.5486 -0.4126
H -1.5602 0.5798 1.5575
H -2.5402 -0.9239 1.1889
H -2.5700 -0.3377 -1.5082
H -1.7416 1.1274 -1.0616
N -0.7893 -0.5528 -0.2091
O 0.4432 1.5179 -0.0120
*
```

Properties
- E: -8832.26924 eV
- HOMO: -0.3573 Ha
- Frontier orbital gap: 9.8 eV
- SMILES: C=CC(=O)N1CC1

Charges per atom according to Löwdin partitioning, unit e: number 1, C, carries 0.080; number 2, C, carries -0.071; number 3, C, carries -0.493; number 4, C, carries -0.087; number 5, C, carries -0.178; number 6, H, carries 0.104; number 7, H, carries 0.022; number 8, H, carries 0.071; number 9, H, carries 0.137; number 10, H, carries 0.105; number 11, H, carries 0.165; number 12, H, carries 0.100; number 13, N, carries 0.001; number 14, O, carries 0.043


C4H7NO2 in the gas phase, computed with ωB97M-V/def2-TZVPD.

The geometry in ORCA input format:
```
! RIJCOSX wB97M-V def2-TZVPD def2/J DEFGRID3
* xyz 0 1
C 0.5508 -1.7804 0.8944
C 1.1972 -1.3909 -0.5340
C -0.7059 -0.2423 -0.9603
C -0.5707 1.9251 0.1782
N -0.6116 -1.5291 1.2096
O 0.0897 -1.1781 -1.4139
O -0.0493 0.7730 -0.3214
H 1.2370 -2.3322 1.4822
H 1.8046 -0.4014 -0.4718
H 1.7464 -2.1238 -1.1696
H -1.6503 -0.2511 -1.4582
H 0.3249 2.3696 0.6345
H -1.5758 1.7732 0.7108
H -0.9150 2.6013 -0.6625
*
```

Properties
- E: -9841.67977 eV
- HOMO (spin up / spin down): -0.2760 / -0.2645 Ha
- Frontier orbital gap (spin up / spin down): 8.0 / 7.6 eV

Charges per atom according to Löwdin partitioning, unit e: number 1, C, carries -0.329; number 2, C, carries -0.128; number 3, C, carries -0.140; number 4, C, carries -0.097; number 5, N, carries 0.083; number 6, O, carries -0.053; number 7, O, carries -0.147; number 8, H, carries 0.066; number 9, H, carries 0.140; number 10, H, carries 0.123; number 11, H, carries 0.149; number 12, H, carries 0.108; number 13, H, carries 0.125; number 14, H, carries 0.100


Q: The lowest E belongs to which entry?
A: C39H38N5P2SSeV